# 1
This record from OMol25 describes an isolated ion of composition C9H10NOS and charge +1. The level of theory is ωB97M-V/def2-TZVPD.

XYZ file:
```
22
Properties=species:S:1:pos:R:3:forces:R:3:lowdin_charge:R:1
C 0.593 2.596 -1.659 -2.40 3.35 1.97 0.14
N 1.039 1.608 -1.028 -2.89 1.10 1.08 -0.15
C 2.040 0.749 -1.459 1.55 -0.41 -2.86 -0.03
C 0.479 1.270 0.537 1.48 2.82 1.56 -0.21
O 0.834 2.160 1.287 -1.47 -3.04 -1.97 0.17
C -0.193 -0.025 0.618 -0.10 0.72 -0.83 -0.17
C -0.611 -0.551 -0.629 -0.94 -0.17 -0.58 -0.04
C -1.382 -1.690 -0.699 -1.19 -1.10 -0.31 -0.03
C -1.780 -2.321 0.502 2.46 2.33 -0.38 -0.03
C -1.322 -1.847 1.708 -1.34 -0.58 1.74 -0.11
C -0.573 -0.675 1.809 0.47 -0.57 0.72 -0.54
S -0.135 -0.213 3.459 0.62 -1.15 0.59 0.84
H 1.033 3.130 -2.493 0.36 -0.85 -0.51 0.12
H -0.281 3.248 -1.181 1.80 -1.75 -0.87 0.18
H 1.584 0.064 -2.262 0.96 0.64 1.39 0.14
H 2.838 1.409 -2.004 -0.87 -1.69 1.41 0.16
H 2.233 0.244 -0.525 1.57 -0.83 -0.51 0.11
H -0.486 0.022 -1.557 0.16 -0.40 0.57 0.11
H -1.836 -2.160 -1.629 1.03 1.14 1.01 0.14
H -2.353 -3.157 0.469 -1.72 -2.29 -0.09 0.09
H -1.697 -2.312 2.701 0.78 0.67 -1.97 0.14
H -0.023 -1.548 4.035 -0.33 2.06 -1.16 -0.02
```
Positions in Å, forces in eV/Å.

- HOMO-LUMO gap (eV) = 7.8
- ΔE to the lowest compared entry with this formula, charge and spin (eV) = 1.7774
- E_tot (hartree) = -876.79076
- structure (SMILES) = C=[N+](C)C(=O)c1ccccc1S
- net charge = +1



# 2
This record from OMol25 describes one molecule with the formula C9H10O2. The level of theory is ωB97M-V/def2-TZVPD.

XYZ file:
```
21
Properties=species:S:1:pos:R:3:forces:R:3:lowdin_charge:R:1
C 0.844 -2.385 2.309 -1.61 -0.76 -1.60 -0.12
C 1.366 -1.002 2.034 0.19 2.64 2.91 -0.30
O 0.372 -0.056 1.602 -1.40 -0.05 -2.20 -0.10
C -0.083 -0.021 0.298 0.42 0.95 -1.56 -0.21
C 0.715 -0.515 -0.775 -3.84 1.20 5.11 -0.06
C 0.349 -0.086 -1.940 2.64 0.59 -7.53 -0.17
C -0.571 0.863 -2.417 1.45 1.07 -0.77 -0.04
C -1.262 1.537 -1.347 0.70 -2.29 -2.78 -0.20
C -2.112 2.731 -1.679 -2.93 0.39 -0.13 -0.22
O -2.801 3.265 -0.833 0.86 -0.01 0.08 0.02
C -1.155 0.863 -0.105 1.31 2.68 4.37 0.04
H 0.232 -2.905 1.359 2.24 1.20 2.23 0.14
H 1.825 -2.847 2.610 -1.60 -0.69 -0.01 0.08
H 0.020 -2.302 3.081 1.35 -0.45 -0.51 0.08
H 2.440 -1.025 1.516 -2.49 0.61 0.80 0.15
H 1.317 -0.383 3.130 1.74 -2.31 -2.43 0.19
H 1.510 -1.106 -0.654 2.97 -2.08 0.58 0.07
H 1.239 -0.353 -2.668 -2.30 0.25 0.53 0.14
H -0.318 1.140 -3.609 -1.52 -0.27 3.64 0.17
H -2.458 3.095 -2.769 1.89 -1.22 1.49 0.16
H -1.470 1.491 0.855 -0.07 -1.44 -2.20 0.16
```
Positions in Å, forces in eV/Å.

- HOMO-LUMO gap (eV) = 8.7
- ΔE to the lowest compared entry with this formula, charge and spin (eV) = 5.1627
- E_tot (hartree) = -499.24207
- structure (SMILES) = CCOc1cccc(C=O)c1
- net charge = 0



# 3
This record from OMol25 describes an isolated ion of composition C9H10O3P and charge -1. The level of theory is ωB97M-V/def2-TZVPD.

XYZ file:
```
23
Properties=species:S:1:pos:R:3:forces:R:3:lowdin_charge:R:1
C -2.173 1.528 0.001 -0.13 0.62 0.10 -0.06
C -1.997 1.977 1.287 0.09 -0.51 -1.68 -0.50
O -2.308 1.834 2.426 -0.08 -0.03 0.34 0.02
O -0.693 3.130 1.155 -1.19 -0.78 0.60 -0.30
P 0.502 2.700 0.307 -0.59 0.54 -2.32 0.48
O 0.758 3.456 -0.952 -0.25 -0.49 -0.38 -0.40
C 0.621 0.885 0.011 -0.15 -0.97 -0.14 -0.28
C 0.793 -0.025 1.043 -0.18 1.22 1.39 -0.11
C 0.849 -1.392 0.827 -0.73 -1.29 2.24 -0.08
C 0.628 -1.945 -0.428 1.84 -0.64 0.18 -0.27
C 0.604 -3.486 -0.588 -1.24 1.82 0.43 -0.05
C 0.646 -1.047 -1.502 -1.14 -0.72 1.93 -0.07
C 0.525 0.290 -1.262 0.66 2.17 -0.83 -0.09
H -1.712 2.058 -0.825 -0.06 0.03 0.30 0.02
H -2.758 0.669 -0.319 -0.16 0.14 0.74 0.04
H 1.493 3.016 1.112 2.13 -0.07 1.75 0.01
H 0.739 0.371 2.094 0.39 -0.54 -1.01 0.13
H 0.906 -2.036 1.800 -0.07 0.92 -2.07 0.13
H 1.418 -3.897 -1.181 -0.36 0.00 -0.37 0.07
H 0.702 -3.829 0.418 0.24 -0.67 0.69 0.04
H -0.445 -3.744 -0.862 0.96 -0.29 -0.47 0.09
H 0.503 -1.477 -2.439 -0.04 -0.27 -1.80 0.08
H 0.398 0.963 -2.122 0.07 -0.19 0.37 0.11
```
Positions in Å, forces in eV/Å.

- HOMO-LUMO gap (eV) = 6.8
- ΔE to the lowest compared entry with this formula, charge and spin (eV) = 0.0000
- E_tot (hartree) = -916.08176
- structure (SMILES) = C=C([O-])O[P@H](=O)c1ccc(C)cc1
- net charge = -1



# 4
This record from OMol25 describes one molecule with the formula C9H10O4. The level of theory is ωB97M-V/def2-TZVPD.

XYZ file:
```
23
Properties=species:S:1:pos:R:3:forces:R:3:lowdin_charge:R:1
C 4.084 -0.379 0.798 -0.87 -0.15 1.30 -0.08
C 3.450 -0.763 -0.487 0.75 3.10 -1.30 -0.28
O 2.054 -0.755 -0.340 -1.49 -0.92 -0.04 -0.05
C 1.311 0.370 -0.050 2.99 0.20 -1.15 -0.38
O 1.893 1.444 0.084 -1.96 -1.39 0.01 0.10
C -0.109 -0.017 -0.093 -0.74 -1.68 0.98 -0.05
C -0.583 -1.406 -0.096 -0.45 2.45 -0.82 0.05
C -1.999 -1.588 -0.152 0.95 -3.31 2.25 -0.03
C -2.865 -0.537 0.072 1.18 1.77 -0.45 -0.33
O -4.180 -0.745 0.245 -0.12 1.21 0.27 0.07
C -2.396 0.824 0.074 -1.83 -3.76 0.46 0.03
C -1.061 1.002 0.016 0.61 1.07 -1.70 -0.30
O -0.716 2.280 -0.267 -0.78 1.72 1.59 0.06
H 3.508 0.544 0.994 1.41 0.05 0.53 0.06
H 3.611 -1.120 1.550 1.66 0.90 -0.71 0.11
H 5.215 -0.274 0.707 -1.63 -0.24 0.62 0.11
H 3.799 -1.688 -0.810 -0.12 -2.00 -0.67 0.09
H 3.750 -0.032 -1.307 -0.45 -0.62 0.88 0.15
H 0.177 -2.219 -0.162 -1.01 0.73 0.19 0.13
H -2.444 -2.662 0.129 1.06 2.39 -1.23 0.16
H -4.404 0.186 0.459 -1.19 -1.04 -0.01 0.11
H -3.121 1.629 0.060 0.14 0.16 0.01 0.13
H -1.492 2.818 0.099 1.87 -0.66 -1.01 0.15
```
Positions in Å, forces in eV/Å.

- HOMO-LUMO gap (eV) = 9.2
- ΔE to the lowest compared entry with this formula, charge and spin (eV) = 2.3459
- E_tot (hartree) = -649.85176
- structure (SMILES) = CCOC(=O)c1ccc(O)cc1O
- net charge = 0



# 5
This record from OMol25 describes one molecule with the formula C9H10O5. The level of theory is ωB97M-V/def2-TZVPD.

XYZ file:
```
24
Properties=species:S:1:pos:R:3:forces:R:3:lowdin_charge:R:1
O 0.787 0.356 2.818 -1.35 0.82 -0.24 0.15
C 1.191 -0.366 1.800 -0.47 -0.06 -3.50 -0.35
O 2.269 -1.177 2.124 -2.12 -0.53 0.32 0.09
C 0.645 -0.276 0.528 0.20 -2.97 0.32 -0.07
C 1.283 -1.081 -0.596 0.01 1.40 -0.91 -0.05
C 1.527 -0.450 -1.783 1.15 -1.73 0.55 -0.09
C 1.169 0.939 -1.783 0.62 1.18 -1.97 -0.11
C 0.245 1.414 -0.964 -0.79 0.46 0.05 -0.03
C -0.493 0.488 -0.122 0.36 -0.73 2.21 -0.23
C -1.792 0.912 0.552 0.22 -4.06 1.12 -0.15
O -2.238 0.529 1.841 0.36 2.26 -0.70 0.04
C -1.902 -0.035 -0.598 0.75 -0.54 -1.14 -0.40
O -2.534 0.451 -1.752 0.66 0.29 1.23 0.08
O -2.125 -1.435 -0.548 -0.32 0.91 0.84 0.07
H 1.360 0.100 3.508 0.90 -0.22 1.80 0.10
H 3.094 -0.828 1.858 1.31 0.77 -0.77 0.10
H 1.422 -2.126 -0.618 0.52 -1.14 0.84 0.09
H 2.175 -0.990 -2.596 -1.75 1.24 1.42 0.14
H 1.606 1.590 -2.536 0.23 0.13 0.28 0.10
H -0.044 2.421 -0.774 0.19 1.03 -0.78 0.12
H -1.936 1.890 0.350 -1.28 3.05 -0.42 0.12
H -2.167 -0.389 2.014 0.27 -1.46 -0.21 0.08
H -2.203 -0.052 -2.495 0.18 -0.25 -0.33 0.10
H -1.338 -1.885 -0.227 0.17 0.15 0.00 0.09
```
Positions in Å, forces in eV/Å.

- HOMO-LUMO gap (eV) = 8.5
- ΔE to the lowest compared entry with this formula, charge and spin (eV) = 4.8639
- E_tot (hartree) = -724.99821
- structure (SMILES) = OC(O)=C1C=CC=C[C@]12[C@H](O)C2(O)O
- net charge = 0



# 6
This record from OMol25 describes C9H11AsClCrF6O9P2 as an isolated structure. The level of theory is ωB97M-V/def2-TZVPD.

XYZ file:
```
40
Properties=species:S:1:pos:R:3:forces:R:3:lowdin_charge:R:1
Cr -0.139 0.575 0.111 -0.27 0.60 0.38 0.91
C -2.837 -2.659 2.146 -0.02 -0.04 -0.03 0.00
C -2.129 -1.581 1.356 0.00 0.02 0.00 -0.61
O -2.603 -1.446 0.049 0.03 -0.02 0.04 0.02
P -2.431 0.135 2.042 -0.09 -0.24 0.12 0.53
O -4.003 0.266 2.083 0.04 0.10 0.01 -0.06
O -2.058 0.075 3.549 -0.07 0.09 -0.15 -0.08
O -1.832 1.173 1.149 0.05 -0.28 0.05 -0.29
P 0.395 -1.374 2.278 0.09 -0.03 0.07 0.42
O 3.088 -2.143 3.816 -0.02 -0.03 -0.04 0.01
O -0.023 -1.646 3.677 -0.02 0.10 -0.05 -0.24
O 0.609 0.077 1.892 0.07 -0.04 -0.14 -0.33
H -3.896 -2.431 2.250 0.00 0.02 -0.01 0.10
H -2.384 -2.769 3.129 0.01 0.03 0.00 0.09
H -2.720 -3.603 1.607 -0.01 -0.01 0.02 0.10
H -2.641 -2.320 -0.360 -0.03 0.00 -0.02 0.12
H -4.333 0.765 1.323 -0.01 -0.03 0.02 0.11
H -1.263 -0.499 3.773 0.01 0.00 0.06 0.06
H 3.799 -1.699 3.337 0.00 0.02 0.01 0.11
Cl 5.194 -5.281 0.785 -0.03 0.02 0.03 0.70
C 3.945 -4.168 1.245 0.00 0.07 -0.18 -0.65
C 3.495 -4.104 2.509 0.01 -0.06 0.06 -0.01
C 2.480 -3.092 2.929 -0.03 0.05 0.03 -0.35
C 1.819 -2.357 1.788 0.11 -0.10 -0.05 -0.06
O -0.732 -1.943 1.251 -0.04 0.08 -0.12 -0.17
C 2.378 -2.427 0.516 -0.04 0.13 -0.22 -0.15
C 1.990 -1.623 -0.670 -0.12 -0.09 0.35 -0.11
O 1.179 -0.722 -0.720 0.15 -0.10 -0.31 -0.01
C 3.424 -3.314 0.236 0.08 -0.12 0.13 -0.03
H 3.912 -4.738 3.280 -0.02 0.01 0.01 0.13
H 1.709 -3.563 3.544 0.00 0.01 0.01 0.15
H 2.521 -1.888 -1.595 0.02 -0.01 -0.02 0.15
H 3.842 -3.365 -0.760 0.00 0.00 0.00 0.11
F 1.314 2.010 -1.974 -0.09 0.07 -0.05 -0.25
As -0.207 2.865 -2.029 0.22 -0.28 0.19 0.77
F -0.373 2.510 -3.688 0.00 0.02 -0.02 -0.20
F -0.945 1.210 -1.639 -0.01 -0.14 -0.17 -0.33
F -1.778 3.526 -1.949 0.00 0.02 0.00 -0.20
F -0.081 2.949 -0.269 0.09 0.14 -0.01 -0.26
F 0.558 4.366 -2.250 -0.04 0.03 -0.01 -0.20
```
Positions in Å, forces in eV/Å.

- HOMO-LUMO gap (spin up / spin down) (eV) = 7.5 / 8.0
- ΔE to the lowest compared entry with this formula, charge and spin (eV) = 0.2139
- E_tot (hartree) = -6049.42834
- 2S+1 = 6
- <S²> = 8.82
- net charge = 0